[1]
83
Properties=species:S:1:pos:R:3 method="wB97M-V/def2-TZVPD" total_charge=-1 total_energy_ev=-137586.58239 homo_energy_ev=-2.995 spin_multiplicity=1
K 0.820 -0.288 -0.513
C -2.170 -3.110 -3.367
C -1.416 -2.546 -2.325
N -0.412 -1.721 -2.509
C -0.092 -1.370 -3.776
C -0.792 -1.867 -4.882
C -1.847 -2.766 -4.650
C -0.443 -1.438 -6.213
C 0.550 -0.553 -6.413
C 1.304 -0.024 -5.305
C 2.343 0.904 -5.487
C 3.032 1.367 -4.401
C 2.677 0.889 -3.127
N 1.705 0.025 -2.938
C 1.011 -0.431 -4.000
H -2.985 -3.783 -3.145
H -1.660 -2.790 -1.296
H -2.400 -3.167 -5.491
H -1.008 -1.837 -7.045
H 0.804 -0.221 -7.412
H 2.584 1.242 -6.487
H 3.833 2.086 -4.500
H 3.204 1.225 -2.241
N -1.541 2.927 0.340
P -1.996 2.175 1.818
C -3.210 3.411 2.417
C -3.091 4.781 2.184
C -4.074 5.661 2.604
C -5.203 5.184 3.262
C -5.335 3.826 3.498
C -4.345 2.949 3.074
C -0.581 2.512 2.918
C -0.454 3.655 3.701
C 0.642 3.826 4.536
C 1.623 2.849 4.601
C 1.495 1.689 3.847
C 0.392 1.517 3.031
P -1.184 2.140 -1.150
C -1.429 3.555 -2.300
C -0.268 4.165 -2.761
C -0.334 5.283 -3.584
C -1.566 5.792 -3.957
C -2.732 5.187 -3.501
C -2.663 4.080 -2.674
C -2.782 1.296 -1.549
C -2.826 0.743 -2.833
C -3.940 0.070 -3.291
C -5.040 -0.098 -2.453
C -5.006 0.436 -1.177
C -3.890 1.138 -0.733
H -0.752 3.561 0.491
H -2.226 5.161 1.659
H -3.963 6.721 2.414
H -5.976 5.871 3.581
H -6.213 3.443 4.004
H -4.453 1.885 3.254
H -1.202 4.439 3.656
H 0.733 4.731 5.121
H 2.489 2.989 5.236
H 2.256 0.920 3.871
H 0.318 0.611 2.445
H 0.696 3.773 -2.460
H 0.579 5.752 -3.925
H -1.624 6.663 -4.598
H -3.698 5.584 -3.787
H -3.574 3.619 -2.313
H -1.972 0.864 -3.494
H -3.953 -0.331 -4.297
H -5.914 -0.636 -2.797
H -5.856 0.322 -0.518
H -3.899 1.566 0.263
Cl 5.187 4.741 0.702
C 4.422 3.183 0.808
C 5.151 2.052 1.085
Cl 6.870 2.150 1.345
C 4.504 0.806 1.150
Cl 5.430 -0.630 1.512
C 3.130 0.626 0.939
O 2.548 -0.518 0.990
C 2.356 1.845 0.634
O 1.093 1.766 0.420
C 3.040 3.057 0.593
Cl 2.070 4.483 0.263

=====

[2]
55
Properties=species:S:1:pos:R:3 method="wB97M-V/def2-TZVPD" total_charge=+2 total_energy_ev=-135255.03930 homo_energy_ev="-14.119 / -14.118" spin_multiplicity=4
Er -0.328 0.068 1.754
O -0.065 1.193 3.529
C 1.129 1.616 4.270
C 1.769 0.385 4.919
C 2.054 -0.708 3.868
C 2.833 -0.139 2.722
C 4.230 -0.060 2.768
C 4.899 0.605 1.781
C 4.183 1.166 0.747
C 2.818 1.054 0.718
N 2.138 0.409 1.697
H -0.871 1.389 4.029
H 0.871 2.378 4.983
H 1.816 2.041 3.556
H 1.200 -0.041 5.723
H 2.727 0.654 5.363
H 1.117 -1.182 3.502
H 2.614 -1.566 4.322
H 4.777 -0.533 3.577
H 5.981 0.756 1.822
H 4.649 1.750 -0.012
H 2.278 1.564 -0.061
O -5.849 -1.736 1.991
C -4.534 -1.586 2.215
C -3.772 -2.602 2.806
C -2.421 -2.416 2.932
N -1.813 -1.267 2.556
C -2.566 -0.235 2.035
Br -0.828 2.161 -0.006
C -3.953 -0.380 1.934
H -6.162 -2.609 2.279
H -4.201 -3.541 3.074
H -1.777 -3.195 3.279
H -4.550 0.409 1.485
C 0.567 0.464 -7.058
C -0.023 0.233 -5.702
C -1.175 0.929 -5.327
C -1.722 0.858 -4.076
C -3.022 1.550 -3.805
C -0.917 0.153 -3.133
Te -1.780 0.062 -1.280
C 0.224 -0.614 -3.445
C 1.061 -1.356 -2.417
C 0.619 -0.577 -4.769
H -0.156 0.816 -7.800
H 1.113 -0.366 -7.485
H 1.351 1.220 -6.945
H -1.783 1.445 -6.056
H -3.540 1.751 -4.738
H -2.915 2.486 -3.240
H -3.720 0.940 -3.237
H 1.535 -0.660 -1.731
H 1.880 -1.890 -2.928
H 0.523 -2.094 -1.876
H 1.486 -1.152 -5.110